1.
{"formula": "C20H23Cl4GeO4Pt", "method": "ωB97M-V with the def2-TZVPD basis set", "lumo_ha": [-0.0079, -0.0440], "de_lowest_kcal_mol": 6.1, "homo_lumo_gap_ev": [6.902, 7.124], "total_charge": 0, "multiplicity": 2, "species": ["Pt", "C", "O", "C", "C", "C", "C", "C", "C", "O", "C", "O", "C", "H", "H", "H", "H", "H", "H", "H", "H", "H", "C", "C", "C", "O", "C", "H", "H", "H", "H", "H", "H", "H", "H", "Cl", "Ge", "Cl", "Cl", "Cl", "C", "C", "C", "C", "C", "C", "C", "H", "H", "H", "H", "H", "H"], "xyz": [[0.416, -0.065, -0.160], [-4.787, -4.733, 0.071], [-4.503, -4.308, 1.396], [-3.484, -3.448, 1.575], [-3.254, -3.071, 2.922], [-2.261, -2.194, 3.194], [-1.411, -1.628, 2.190], [-0.376, -0.749, 2.592], [-0.154, -0.311, 4.016], [0.493, -0.206, 1.838], [-1.655, -2.023, 0.828], [-0.993, -1.630, -0.200], [-2.709, -2.939, 0.568], [-5.611, -5.434, 0.152], [-3.922, -5.232, -0.372], [-5.082, -3.888, -0.554], [-3.880, -3.492, 3.696], [-2.107, -1.925, 4.226], [-0.690, -0.865, 4.775], [-0.454, 0.738, 4.064], [0.914, -0.357, 4.221], [-2.866, -3.191, -0.470], [1.980, -1.148, -3.454], [2.054, 0.326, -3.881], [0.972, 1.025, -3.048], [0.338, -0.023, -2.262], [0.556, -1.276, -2.957], [2.676, -1.360, -2.641], [2.195, -1.832, -4.273], [1.831, 0.426, -4.943], [3.040, 0.755, -3.709], [0.188, 1.472, -3.659], [1.340, 1.769, -2.348], [-0.167, -1.316, -3.775], [0.353, -2.076, -2.251], [-0.411, 3.870, -0.793], [-1.130, 1.904, -0.146], [-2.867, 1.629, -1.462], [-1.997, 2.295, 1.839], [2.994, 6.713, 0.565], [2.809, 4.995, 0.393], [3.201, 4.381, -0.783], [3.046, 3.010, -0.913], [2.493, 2.242, 0.109], [2.299, 0.775, -0.010], [2.124, 2.892, 1.291], [2.276, 4.257, 1.439], [3.629, 4.970, -1.582], [3.381, 2.530, -1.826], [2.639, 0.306, 0.917], [2.871, 0.374, -0.854], [1.690, 2.312, 2.098], [1.973, 4.756, 2.350]], "mulliken_charge": [1.231, -0.802, -0.440, 1.029, -1.066, -1.032, -0.028, 1.371, -1.300, -0.629, 0.479, -0.936, -0.443, 0.233, 0.331, 0.338, 0.450, 0.171, 0.515, 0.254, 0.295, 0.462, -0.579, -0.615, 0.193, -0.466, -0.445, 0.251, 0.405, 0.359, 0.250, 0.393, -0.366, 0.343, 0.359, -0.344, 0.557, -0.365, -0.380, -0.239, 0.460, -0.963, 0.013, -0.063, -0.815, -0.041, -0.862, 0.411, 0.358, 0.554, 0.380, 0.368, 0.405]}


2.
{"formula": "C20H23ClN4O4", "method": "ωB97M-V with the def2-TZVPD basis set", "lumo_ha": -0.0226, "de_lowest_kcal_mol": 0.0, "homo_lumo_gap_ev": 7.649, "smiles": "O=C(Nc1cccc(Cl)c1)c1ccc(NCCCN2CCOCC2)c([N+](=O)[O-])c1", "total_charge": 0, "multiplicity": 1, "species": ["O", "C", "N", "C", "C", "C", "C", "C", "Cl", "C", "C", "C", "C", "C", "N", "C", "C", "C", "N", "C", "C", "O", "C", "C", "C", "N", "O", "O", "C", "H", "H", "H", "H", "H", "H", "H", "H", "H", "H", "H", "H", "H", "H", "H", "H", "H", "H", "H", "H", "H", "H", "H"], "xyz": [[1.376, 0.090, 2.659], [1.658, -0.091, 1.495], [2.937, -0.160, 1.006], [4.143, -0.028, 1.693], [4.217, 0.290, 3.047], [5.452, 0.410, 3.655], [6.625, 0.221, 2.943], [6.541, -0.094, 1.597], [7.988, -0.335, 0.679], [5.318, -0.220, 0.967], [0.615, -0.278, 0.448], [0.759, 0.158, -0.879], [-0.249, -0.008, -1.789], [-1.473, -0.637, -1.457], [-2.434, -0.839, -2.365], [-2.409, -0.411, -3.738], [-2.783, 1.066, -3.918], [-4.236, 1.337, -3.528], [-4.490, 1.069, -2.122], [-4.025, 2.146, -1.261], [-4.278, 1.788, 0.204], [-5.635, 1.525, 0.445], [-6.082, 0.473, -0.381], [-5.899, 0.819, -1.858], [-1.606, -1.077, -0.108], [-2.760, -1.746, 0.373], [-2.760, -2.149, 1.520], [-3.722, -1.899, -0.378], [-0.577, -0.870, 0.811], [3.037, -0.400, 0.030], [3.310, 0.435, 3.609], [5.503, 0.655, 4.704], [7.587, 0.315, 3.420], [5.278, -0.468, -0.084], [1.657, 0.674, -1.188], [-0.111, 0.363, -2.791], [-3.335, -1.130, -1.994], [-1.419, -0.598, -4.165], [-3.129, -1.029, -4.279], [-2.650, 1.335, -4.967], [-2.114, 1.688, -3.323], [-4.494, 2.378, -3.793], [-4.880, 0.677, -4.115], [-2.954, 2.295, -1.409], [-4.548, 3.091, -1.495], [-4.004, 2.623, 0.851], [-3.670, 0.912, 0.474], [-7.138, 0.327, -0.149], [-5.527, -0.449, -0.157], [-6.229, -0.024, -2.469], [-6.517, 1.701, -2.103], [-0.720, -1.193, 1.832]], "mulliken_charge": [-0.661, 0.423, -0.098, 0.773, -0.667, -0.530, -0.570, 0.174, -0.219, -0.653, 0.283, -1.292, -0.720, 1.807, -0.194, -1.223, -0.373, -1.179, 0.709, -0.890, -0.395, -0.434, -0.533, -0.706, -0.646, 1.369, -0.700, -0.776, -0.616, 0.161, 0.499, 0.377, 0.415, 0.377, 0.483, 0.346, 0.293, 0.437, 0.475, 0.433, 0.298, 0.343, 0.458, 0.380, 0.383, 0.378, 0.116, 0.376, 0.205, 0.390, 0.339, 0.573]}


3.
{"formula": "C20H23ClO4S", "method": "ωB97M-V with the def2-TZVPD basis set", "lumo_ha": 0.0172, "de_lowest_kcal_mol": 1.9, "homo_lumo_gap_ev": 8.759, "total_charge": 0, "multiplicity": 1, "species": ["C", "C", "C", "C", "H", "H", "S", "O", "C", "C", "C", "O", "C", "C", "C", "C", "C", "C", "H", "H", "Cl", "H", "H", "H", "H", "H", "O", "C", "O", "C", "C", "C", "C", "C", "C", "H", "H", "H", "H", "H", "H", "H", "H", "H", "H", "H", "H", "H", "H"], "xyz": [[5.243, 4.128, 3.547], [4.002, 3.244, 3.555], [2.721, 4.070, 3.481], [1.482, 3.193, 3.455], [1.472, 2.482, 4.278], [0.577, 3.797, 3.467], [1.503, 2.198, 1.883], [1.512, 3.185, 0.804], [-0.267, 1.634, 2.060], [-0.595, 0.767, 0.856], [-0.856, 1.614, -0.406], [-0.990, 0.813, -1.553], [-2.102, 0.043, -1.724], [-2.023, -0.896, -2.754], [-3.090, -1.718, -3.043], [-4.255, -1.607, -2.299], [-4.352, -0.681, -1.278], [-3.278, 0.144, -0.990], [-3.380, 0.860, -0.189], [-5.261, -0.601, -0.703], [-5.599, -2.637, -2.651], [-3.021, -2.446, -3.835], [-1.104, -0.965, -3.313], [0.021, 2.239, -0.597], [-1.730, 2.257, -0.250], [-1.452, 0.105, 1.045], [0.548, -0.048, 0.609], [0.337, -1.293, 0.140], [-0.755, -1.804, 0.079], [1.599, -1.955, -0.255], [2.822, -1.290, -0.212], [3.973, -1.949, -0.601], [3.912, -3.265, -1.034], [2.695, -3.927, -1.082], [1.540, -3.276, -0.695], [0.580, -3.768, -0.726], [2.650, -4.951, -1.423], [4.815, -3.774, -1.338], [4.922, -1.436, -0.571], [2.859, -0.263, 0.118], [-0.921, 2.501, 2.111], [-0.317, 1.058, 2.981], [2.672, 4.754, 4.332], [2.732, 4.669, 2.567], [3.993, 2.637, 4.464], [4.033, 2.566, 2.699], [6.145, 3.523, 3.601], [5.234, 4.808, 4.396], [5.280, 4.719, 2.635]], "mulliken_charge": [-1.379, -0.105, -0.777, -0.742, 0.417, 0.396, 0.596, -0.662, -1.449, 0.161, -0.941, -0.472, 0.476, -0.134, -0.644, 0.355, -0.954, -0.241, 0.371, 0.396, -0.234, 0.397, 0.457, 0.492, 0.359, 0.590, -0.088, 0.484, -0.654, 0.384, -0.242, -0.704, -0.344, -0.628, -0.491, 0.469, 0.402, 0.391, 0.411, 0.470, 0.509, 0.582, 0.410, 0.312, 0.283, 0.268, 0.382, 0.329, 0.333]}


4.
{"formula": "C20H23GeN2ReSSbSe4", "method": "ωB97M-V with the def2-TZVPD basis set", "lumo_ha": [-0.4365, -0.4965], "de_lowest_kcal_mol": 69.1, "homo_lumo_gap_ev": [6.872, 5.236], "total_charge": 4, "multiplicity": 2, "species": ["Re", "Se", "Sb", "Se", "Se", "Se", "C", "Ge", "C", "C", "C", "C", "C", "C", "C", "C", "C", "C", "C", "C", "C", "C", "C", "C", "H", "H", "H", "H", "H", "H", "H", "H", "H", "H", "H", "H", "H", "H", "H", "C", "N", "C", "S", "N", "C", "H", "H", "H", "H", "H", "H", "H", "H"], "xyz": [[0.681, 1.838, 0.234], [5.359, -3.061, 0.005], [5.878, -0.977, -0.700], [1.920, 0.375, -0.844], [1.097, 1.867, 2.371], [6.578, 1.029, -1.469], [-3.712, 1.381, -0.020], [-3.265, -0.412, 0.485], [-2.948, -1.752, -0.823], [-1.712, -2.180, -1.304], [-1.673, -3.157, -2.287], [-2.852, -3.696, -2.788], [-4.083, -3.265, -2.312], [-4.139, -2.291, -1.324], [-3.841, -0.930, 2.261], [-4.563, 0.054, 2.952], [-5.254, -0.227, 4.123], [-5.235, -1.520, 4.637], [-4.524, -2.530, 3.979], [-4.539, -3.854, 4.493], [-3.851, -4.898, 3.850], [-3.152, -4.629, 2.696], [-3.121, -3.327, 2.168], [-3.809, -2.250, 2.784], [-4.785, 1.359, -0.248], [-3.183, 1.650, -0.932], [-3.540, 2.115, 0.764], [-0.789, -1.758, -0.923], [-0.721, -3.497, -2.672], [-2.813, -4.454, -3.559], [-4.999, -3.681, -2.709], [-5.114, -1.968, -0.967], [-4.608, 1.066, 2.569], [-5.816, 0.549, 4.626], [-5.775, -1.749, 5.548], [-5.105, -4.060, 5.394], [-3.881, -5.897, 4.264], [-2.624, -5.421, 2.181], [-2.557, -3.156, 1.260], [-0.810, 5.132, 1.755], [-0.053, 5.757, 0.675], [0.263, 5.260, -0.499], [-0.087, 3.594, -1.036], [0.822, 6.001, -1.431], [1.115, 7.431, -1.278], [-1.489, 5.874, 2.168], [-0.139, 4.783, 2.538], [-1.391, 4.302, 1.363], [0.240, 6.712, 0.844], [1.077, 5.551, -2.297], [0.205, 7.974, -1.016], [1.475, 7.806, -2.231], [1.888, 7.589, -0.525]], "mulliken_charge": [0.583, -0.109, 1.220, -0.160, -0.058, -0.102, -0.978, 0.231, 0.103, 0.280, -0.562, -0.534, -0.807, -0.200, 0.694, -0.154, -1.110, -0.633, 0.728, -0.609, -0.596, -0.836, -0.133, 0.872, 0.473, 0.403, 0.278, 0.287, 0.438, 0.444, 0.449, 0.393, 0.348, 0.446, 0.490, 0.477, 0.458, 0.468, 0.357, -0.635, -0.133, 0.814, -0.509, -0.163, -1.054, 0.350, 0.241, 0.132, 0.244, 0.250, 0.390, 0.355, 0.379]}


5.
{"formula": "C20H23N3O2S", "method": "ωB97M-V with the def2-TZVPD basis set", "lumo_ha": -0.0077, "de_lowest_kcal_mol": 106.9, "homo_lumo_gap_ev": 7.802, "smiles": "Cc1cc(/C=C2\\S/C(=N\\CCO)N(C)C2=O)c(C)n1Cc1ccccc1", "total_charge": 0, "multiplicity": 1, "species": ["C", "C", "C", "C", "C", "C", "S", "C", "N", "C", "C", "O", "N", "C", "C", "O", "C", "C", "N", "C", "C", "C", "C", "C", "C", "C", "H", "H", "H", "H", "H", "H", "H", "H", "H", "H", "H", "H", "H", "H", "H", "H", "H", "H", "H", "H", "H", "H", "H"], "xyz": [[2.790, -3.017, -2.301], [2.049, -1.889, -1.619], [2.762, -0.967, -0.896], [1.775, -0.018, -0.423], [2.139, 1.046, 0.491], [1.460, 1.279, 1.698], [0.056, 0.408, 2.256], [-0.004, 1.393, 3.765], [-0.586, 1.217, 4.908], [-1.370, -0.086, 4.973], [-2.603, 0.484, 5.606], [-3.199, 1.349, 4.593], [0.818, 2.457, 3.598], [0.845, 3.635, 4.394], [1.497, 2.400, 2.436], [2.185, 3.324, 2.003], [0.550, -0.323, -0.992], [-0.615, 0.583, -0.916], [0.749, -1.559, -1.727], [-0.304, -2.365, -2.335], [-0.820, -1.656, -3.614], [-0.006, -1.532, -4.777], [-0.454, -1.014, -5.959], [-1.704, -0.364, -5.815], [-2.606, -0.487, -4.744], [-2.119, -1.203, -3.723], [2.603, -2.811, -3.404], [3.824, -2.918, -1.939], [2.547, -4.047, -2.048], [3.815, -0.807, -0.823], [2.919, 1.802, 0.339], [-1.614, -0.512, 4.004], [-0.861, -0.847, 5.542], [-3.305, -0.316, 5.831], [-2.210, 1.141, 6.424], [-2.357, 1.695, 4.175], [1.867, 3.869, 4.866], [0.626, 4.545, 3.796], [0.165, 3.683, 5.193], [-0.274, 1.480, -0.445], [-1.392, 0.143, -0.296], [-1.169, 0.808, -1.943], [0.011, -3.356, -2.609], [-1.100, -2.559, -1.592], [0.955, -2.017, -4.753], [0.077, -1.072, -6.896], [-2.035, 0.276, -6.708], [-3.517, 0.110, -4.686], [-2.861, -1.384, -2.911]], "mulliken_charge": [-1.333, 0.733, -0.889, 1.307, -1.424, 0.645, -0.186, 0.743, -0.701, -0.502, -0.394, -0.578, 0.099, -0.980, 0.227, -0.694, -0.054, -1.647, 0.429, -1.352, 0.564, 0.008, -0.913, -0.128, -0.738, 0.047, 0.198, 0.370, 0.293, 0.405, 0.414, 0.318, 0.321, 0.369, 0.254, 0.343, 0.260, 0.325, 0.405, 0.515, 0.347, 0.233, 0.498, 0.333, 0.210, 0.430, 0.233, 0.390, 0.244]}


6.
{"formula": "C20H23N3O3S", "method": "ωB97M-V with the def2-TZVPD basis set", "lumo_ha": -0.0073, "de_lowest_kcal_mol": 137.2, "homo_lumo_gap_ev": 7.803, "smiles": "CCCCN(C)c1cnc2ccc3ccc(NS(C)(=O)=O)cc3c(=O)c2c1", "total_charge": 0, "multiplicity": 1, "species": ["C", "C", "C", "C", "N", "C", "C", "C", "N", "C", "C", "C", "C", "C", "C", "C", "N", "S", "C", "O", "O", "C", "C", "C", "O", "C", "C", "H", "H", "H", "H", "H", "H", "H", "H", "H", "H", "H", "H", "H", "H", "H", "H", "H", "H", "H", "H", "H", "H", "H"], "xyz": [[6.292, 3.054, -3.387], [5.290, 1.940, -3.385], [4.643, 1.828, -2.002], [3.915, 0.498, -1.821], [2.861, 0.717, -0.823], [3.173, 0.873, 0.689], [1.619, 0.156, -1.086], [1.055, 0.528, -2.307], [-0.166, -0.010, -2.712], [-0.878, -0.745, -1.829], [-2.124, -1.358, -2.384], [-3.285, -1.717, -1.896], [-3.583, -1.484, -0.446], [-4.890, -1.145, -0.028], [-5.202, -0.578, 1.292], [-4.184, -0.478, 2.188], [-4.494, 0.116, 3.431], [-3.820, -0.304, 4.992], [-4.208, -1.987, 5.203], [-2.356, -0.123, 4.942], [-4.468, 0.465, 5.980], [-2.873, -0.962, 1.896], [-2.636, -1.470, 0.552], [-1.229, -1.895, 0.304], [-0.593, -2.638, 1.040], [-0.420, -1.078, -0.573], [0.900, -0.644, -0.155], [5.681, 3.938, -3.277], [6.804, 3.062, -4.427], [6.938, 2.802, -2.599], [5.903, 0.990, -3.476], [4.596, 1.870, -4.212], [5.412, 2.012, -1.212], [3.851, 2.638, -1.897], [3.578, 0.037, -2.699], [4.694, -0.151, -1.472], [2.273, 1.393, 1.127], [3.325, -0.164, 1.164], [4.000, 1.522, 1.015], [1.608, 1.186, -2.974], [-2.119, -1.441, -3.433], [-4.075, -2.032, -2.540], [-5.560, -0.990, -0.811], [-6.291, -0.244, 1.419], [-5.244, 0.835, 3.464], [-3.558, -2.608, 4.485], [-4.118, -2.226, 6.282], [-5.223, -2.269, 4.898], [-2.173, -0.867, 2.689], [1.359, -0.850, 0.812]], "mulliken_charge": [-1.201, -0.511, -0.356, -1.279, 0.255, -1.048, 0.448, -0.408, -0.670, 0.425, -0.418, -1.021, 0.996, -0.835, -0.888, 0.428, -0.325, 1.065, -0.875, -0.617, -0.628, -0.525, 0.279, -0.072, -0.588, 0.554, -0.949, 0.321, 0.306, 0.357, 0.288, 0.423, 0.343, 0.316, 0.581, 0.328, 0.367, 0.315, 0.288, 0.563, 0.404, 0.442, 0.424, 0.285, 0.252, 0.324, 0.354, 0.331, 0.762, 0.388]}